{
  "formula": "C40H72F24N8O16S8",
  "method": "ωB97M-V/def2-TZVPD",
  "species": ["C", "C", "C", "N", "C", "C", "C", "C", "C", "H", "H", "H", "H", "H", "H", "H", "H", "H", "H", "H", "H", "H", "H", "H", "H", "H", "H", "C", "C", "C", "N", "C", "C", "C", "C", "C", "H", "H", "H", "H", "H", "H", "H", "H", "H", "H", "H", "H", "H", "H", "H", "H", "H", "H", "C", "C", "C", "N", "C", "C", "C", "C", "C", "H", "H", "H", "H", "H", "H", "H", "H", "H", "H", "H", "H", "H", "H", "H", "H", "H", "H", "C", "C", "C", "N", "C", "C", "C", "C", "C", "H", "H", "H", "H", "H", "H", "H", "H", "H", "H", "H", "H", "H", "H", "H", "H", "H", "H", "C", "F", "F", "F", "S", "O", "O", "N", "S", "O", "O", "C", "F", "F", "F", "C", "F", "F", "F", "S", "O", "O", "N", "S", "O", "O", "C", "F", "F", "F", "C", "F", "F", "F", "S", "O", "O", "N", "S", "O", "O", "C", "F", "F", "F", "C", "F", "F", "F", "S", "O", "O", "N", "S", "O", "O", "C", "F", "F", "F"],
  "positions_angstrom": [[-7.769, -21.671, -13.845], [-8.002, -22.045, -12.400], [-6.719, -22.287, -11.563], [-7.102, -22.402, -10.065], [-8.059, -23.568, -9.894], [-5.815, -22.814, -9.279], [-6.044, -22.393, -7.791], [-7.223, -21.410, -7.855], [-7.396, -21.134, -9.334], [-8.675, -21.690, -14.453], [-7.122, -22.283, -14.479], [-7.390, -20.648, -13.830], [-8.588, -22.969, -12.400], [-8.652, -21.285, -11.963], [-6.247, -21.302, -11.599], [-6.010, -23.049, -11.872], [-7.992, -24.251, -10.734], [-9.094, -23.221, -9.917], [-7.922, -23.977, -8.898], [-5.601, -23.860, -9.480], [-5.051, -22.187, -9.735], [-6.202, -23.205, -7.088], [-5.198, -21.805, -7.438], [-8.127, -21.948, -7.563], [-7.140, -20.518, -7.241], [-8.407, -20.820, -9.606], [-6.796, -20.277, -9.644], [-12.406, -17.249, -16.272], [-13.262, -16.006, -15.850], [-12.395, -15.002, -15.167], [-13.267, -13.914, -14.426], [-14.052, -13.092, -15.374], [-12.413, -13.006, -13.547], [-11.905, -13.772, -12.340], [-13.108, -14.599, -12.041], [-14.038, -14.622, -13.295], [-12.026, -17.051, -17.272], [-13.111, -18.062, -16.441], [-11.628, -17.434, -15.540], [-14.035, -16.449, -15.215], [-13.849, -15.660, -16.702], [-11.734, -14.414, -15.799], [-11.828, -15.498, -14.380], [-14.841, -13.750, -15.736], [-13.482, -12.741, -16.236], [-14.472, -12.168, -14.979], [-12.924, -12.117, -13.176], [-11.561, -12.580, -14.081], [-11.689, -13.034, -11.568], [-11.029, -14.406, -12.472], [-13.681, -14.102, -11.254], [-13.058, -15.662, -11.802], [-14.890, -13.965, -13.113], [-14.448, -15.614, -13.451], [-5.197, -14.753, -16.504], [-4.827, -16.092, -17.086], [-5.316, -17.309, -16.316], [-4.866, -18.679, -16.839], [-3.437, -18.910, -16.399], [-4.824, -18.764, -18.358], [-6.306, -18.809, -18.720], [-6.960, -19.579, -17.587], [-5.887, -19.708, -16.509], [-4.693, -13.961, -17.055], [-4.981, -14.687, -15.438], [-6.261, -14.574, -16.684], [-3.726, -16.067, -17.060], [-4.973, -16.070, -18.169], [-6.407, -17.333, -16.330], [-5.088, -17.205, -15.256], [-2.710, -18.118, -16.542], [-3.086, -19.841, -16.843], [-3.482, -19.153, -15.335], [-4.364, -19.716, -18.629], [-4.210, -17.982, -18.796], [-6.605, -19.101, -19.725], [-6.622, -17.761, -18.713], [-7.331, -20.571, -17.856], [-7.917, -19.159, -17.279], [-5.454, -20.698, -16.671], [-6.178, -19.638, -15.465], [-5.676, -17.959, -11.023], [-6.145, -17.214, -9.750], [-7.387, -16.302, -9.952], [-8.020, -15.949, -8.575], [-7.013, -15.490, -7.558], [-9.183, -14.999, -8.799], [-10.304, -15.827, -9.422], [-10.164, -17.144, -8.632], [-8.754, -17.211, -8.070], [-5.246, -17.233, -11.712], [-6.543, -18.380, -11.535], [-5.017, -18.766, -10.706], [-5.381, -16.592, -9.283], [-6.363, -18.009, -9.028], [-8.242, -16.645, -10.531], [-7.060, -15.374, -10.425], [-7.586, -15.216, -6.676], [-6.528, -14.630, -8.023], [-6.336, -16.327, -7.425], [-9.537, -14.604, -7.849], [-8.799, -14.251, -9.492], [-11.190, -15.292, -9.083], [-10.217, -15.915, -10.502], [-10.797, -17.184, -7.743], [-10.457, -17.992, -9.249], [-8.709, -17.132, -6.987], [-8.303, -18.127, -8.446], [-10.285, -19.847, -18.186], [-9.284, -20.623, -18.678], [-9.806, -19.291, -17.094], [-10.618, -18.993, -19.154], [-11.759, -20.985, -17.843], [-11.492, -21.449, -16.525], [-12.855, -20.076, -18.024], [-11.548, -22.197, -18.995], [-13.036, -22.619, -19.267], [-13.973, -22.668, -18.149], [-13.566, -21.992, -20.463], [-12.831, -24.411, -19.778], [-12.301, -25.166, -18.829], [-14.031, -24.909, -20.115], [-12.084, -24.440, -20.881], [-11.506, -18.553, -12.741], [-11.718, -18.467, -11.401], [-11.704, -19.806, -13.105], [-12.390, -17.778, -13.337], [-9.598, -18.147, -13.095], [-8.848, -18.614, -11.947], [-9.351, -18.796, -14.358], [-9.774, -16.442, -13.074], [-8.717, -15.947, -14.120], [-7.396, -16.548, -14.051], [-9.230, -15.953, -15.477], [-8.391, -14.126, -13.649], [-8.130, -13.998, -12.343], [-7.275, -13.817, -14.284], [-9.311, -13.276, -14.098], [-9.173, -10.437, -16.771], [-7.953, -10.891, -17.008], [-9.420, -10.648, -15.478], [-9.254, -9.163, -17.063], [-10.420, -11.474, -17.757], [-11.286, -12.160, -16.829], [-11.093, -10.494, -18.605], [-9.699, -12.340, -19.074], [-8.917, -13.616, -18.444], [-7.847, -13.947, -19.382], [-8.638, -13.560, -17.009], [-10.157, -15.026, -18.642], [-10.539, -15.049, -19.912], [-9.629, -16.225, -18.367], [-11.215, -14.816, -17.866], [-2.057, -10.492, -8.617], [-1.072, -11.367, -8.435], [-2.185, -9.742, -7.519], [-1.803, -9.690, -9.631], [-3.677, -11.405, -8.890], [-3.625, -12.375, -7.823], [-4.680, -10.373, -8.784], [-3.469, -12.079, -10.412], [-4.228, -13.446, -10.380], [-3.427, -14.616, -10.078], [-5.526, -13.510, -9.711], [-4.574, -13.638, -12.212], [-5.181, -12.558, -12.668], [-3.485, -13.848, -12.933], [-5.400, -14.697, -12.305]],
  "homo_lumo_gap_ha": 0.2502,
  "homo_energy_ev": -8.2,
  "multiplicity": 1,
  "energy_ev": -239219.1387
}